24
Properties=species:S:1:pos:R:3:forces:R:3:nbo_charge:R:1 method="wB97M-V/def2-TZVPD" charge=+1 smiles="CN1CN(C)C2=[NH+]CCN=C21" largest_force_ev_per_a=3.9 gap_ev=8.71
C 1.36121 -1.47104 2.26043 0.792 0.739 -0.558 -0.410
N 0.88658 -0.40707 1.31918 -1.053 0.716 0.182 -0.396
C 0.22429 0.86566 1.76660 1.165 -0.697 -2.819 -0.016
N -0.54901 1.29394 0.55170 0.157 -3.556 -0.208 -0.316
C -1.59275 2.24426 0.69319 -0.871 2.206 -0.748 -0.445
C -0.32008 0.45691 -0.46105 -0.519 0.579 0.962 0.488
N -0.76566 0.47130 -1.69952 -0.198 -0.271 1.647 -0.522
C 0.00278 -0.33304 -2.58516 0.944 -2.519 -0.403 -0.250
C 0.44701 -1.76346 -2.01434 -3.220 0.890 -2.088 -0.230
N 0.85863 -1.71586 -0.66023 0.632 -0.569 0.049 -0.411
C 0.53659 -0.69671 -0.01687 0.946 1.523 2.230 0.366
H 0.98323 -2.35979 1.77544 0.217 -0.618 0.356 0.235
H 2.50390 -1.54132 2.40668 -1.828 0.373 -0.524 0.231
H 0.88998 -1.31491 3.23332 0.046 -0.089 -0.164 0.215
H -0.39612 0.91036 2.62660 -0.609 -0.764 0.837 0.217
H 0.97025 1.62940 1.82998 0.677 0.519 0.592 0.209
H -2.55664 1.97663 1.31198 2.163 0.179 -1.163 0.254
H -0.99280 3.07502 1.11396 -1.285 0.193 0.308 0.238
H -1.85712 2.61406 -0.35090 -0.055 -0.502 1.377 0.227
H -1.61753 0.88660 -2.00575 -0.365 0.621 -0.002 0.435
H 0.92150 0.14950 -2.71786 1.288 1.110 -0.866 0.199
H -0.53533 -0.48022 -3.50486 0.011 0.059 -0.372 0.235
H -0.54243 -2.30826 -2.08467 1.254 -0.316 0.187 0.204
H 1.13953 -2.18195 -2.78782 -0.289 0.195 1.188 0.241